# 1
The following is a quantum chemistry calculation of the ion C5H9N with charge -1 at a distorted geometry, from the OMol25 dataset.

Its strongest force on any atom is 3.927 eV Å⁻¹. The value obtained for the LUMO energy (alpha / beta) is 4.496 / 4.359 eV. The calculation puts the HOMO energy (alpha / beta) at 0.0267 / -0.1203 Eh. The calculation puts the energy relative to the best compared isomer or geometry (same formula, charge and spin) at 36.65 kcal/mol. Its net charge is -1. Its spin multiplicity is 2. For the total energy, the calculation gives -6817.1433 eV. The value obtained for the frontier orbital gap (alpha / beta) is 3.7685 / 7.6331 eV.

```
15
Properties=species:S:1:pos:R:3:forces:R:3
N 2.699 0.932 -0.449 -1.4 1.5 0.6
C 1.609 -0.013 -0.757 2.0 -0.9 1.6
C -2.751 -0.677 1.263 -2.0 -2.8 1.8
C -1.895 -0.210 0.375 -1.5 2.6 -1.7
C -0.568 -0.518 -0.029 -1.8 1.9 2.1
C 0.398 0.432 -0.025 0.9 -1.1 -2.1
H 3.554 0.890 -0.957 0.2 0.1 -0.6
H 2.268 1.883 -0.391 1.0 -1.0 -0.4
H 2.005 -0.968 -0.172 -0.8 0.9 -1.7
H 1.405 -0.214 -1.844 0.4 0.0 0.7
H -3.836 -0.500 1.500 1.0 0.9 -1.0
H -2.550 -1.643 1.722 0.7 0.0 0.5
H -2.364 0.654 -0.198 0.7 -0.1 0.6
H -0.410 -1.337 -0.594 0.5 -3.1 -1.5
H 0.435 1.289 0.556 0.0 1.3 1.2
```
Positions in Å, forces in eV/Å.

From a natural (NBO) analysis of the wavefunction, the atomic charges in e read: atom 1 (N): -0.880, atom 2 (C): -0.237, atom 3 (C): -0.556, atom 4 (C): -0.216, atom 5 (C): -0.435, atom 6 (C): -0.428, atom 7 (H): 0.343, atom 8 (H): 0.344, atom 9 (H): 0.132, atom 10 (H): 0.146, atom 11 (H): 0.162, atom 12 (H): 0.146, atom 13 (H): 0.127, atom 14 (H): 0.175, atom 15 (H): 0.176

***

# 2
The following is a quantum chemistry calculation of the molecule C5H9N, from the OMol25 dataset.

Its strongest force on any atom is 0.377 eV Å⁻¹. The value obtained for the LUMO energy is 0.959 eV. The calculation puts the HOMO energy at -0.2525 Eh. The calculation puts the energy relative to the best compared isomer or geometry (same formula, charge and spin) at 83.67 kcal/mol. Its net charge is 0. For the total energy, the calculation gives -6817.3665 eV. The value obtained for the frontier orbital gap is 7.8298 eV.

```
15
Properties=species:S:1:pos:R:3:forces:R:3
C -0.385 0.016 -1.625 -0.2 0.1 -0.1
C 1.090 -0.014 -1.364 0.2 0.1 0.0
C 0.151 -0.694 -0.415 0.0 -0.1 0.0
N -0.159 -0.077 0.874 -0.1 0.2 0.2
C 0.533 0.981 1.326 0.3 0.0 0.1
C -1.216 -0.514 1.553 -0.2 0.0 0.0
H -0.897 0.950 -1.414 0.1 -0.1 -0.1
H -0.798 -0.575 -2.436 0.1 0.1 0.2
H 1.714 -0.652 -1.984 -0.1 0.1 0.2
H 1.556 0.906 -1.031 -0.1 -0.1 -0.1
H 0.125 -1.778 -0.380 0.0 0.2 0.0
H 1.610 0.960 1.311 0.1 0.1 -0.4
H 0.002 1.694 1.940 0.1 -0.3 0.2
H -2.095 -0.850 1.026 0.1 -0.3 -0.1
H -1.230 -0.352 2.618 -0.1 0.2 -0.1
```
Positions in Å, forces in eV/Å.

From a natural (NBO) analysis of the wavefunction, the atomic charges in e read: atom 1 (C): -0.417, atom 2 (C): -0.425, atom 3 (C): -0.074, atom 4 (N): -0.260, atom 5 (C): -0.378, atom 6 (C): -0.322, atom 7 (H): 0.228, atom 8 (H): 0.221, atom 9 (H): 0.223, atom 10 (H): 0.239, atom 11 (H): 0.223, atom 12 (H): 0.180, atom 13 (H): 0.191, atom 14 (H): 0.179, atom 15 (H): 0.191

***

# 3
The following is a quantum chemistry calculation of the molecule C5H9N at a distorted geometry, from the OMol25 dataset.

Its strongest force on any atom is 1.979 eV Å⁻¹. The value obtained for the LUMO energy is 0.888 eV. The calculation puts the HOMO energy at -0.2737 Eh. The calculation puts the energy relative to the best compared isomer or geometry (same formula, charge and spin) at 69.58 kcal/mol. Its net charge is 0. The structure (SMILES) is C=C(N)/C=C\C. For the total energy, the calculation gives -6817.9775 eV. The value obtained for the frontier orbital gap is 8.3362 eV.

```
15
Properties=species:S:1:pos:R:3:forces:R:3
C -2.155 -0.271 -0.100 -0.2 -0.4 0.0
C -1.025 0.489 -0.053 0.6 0.1 1.1
N -0.721 1.523 -0.906 -0.2 -0.9 -0.3
C -0.045 0.237 1.063 -0.9 0.5 -0.8
C 1.010 -0.569 0.925 0.1 1.6 1.2
C 1.831 -0.831 -0.299 -0.3 -0.8 0.1
H -2.323 -1.006 -0.880 -0.8 1.2 -1.0
H -2.712 -0.527 0.795 0.9 -0.5 0.5
H 0.203 1.597 -1.296 0.0 0.4 0.0
H -1.522 1.960 -1.326 0.3 -0.2 -0.7
H -0.236 0.808 1.971 -0.1 -0.8 0.4
H 1.478 -0.720 1.897 0.6 -0.3 -0.3
H 1.957 -1.898 -0.481 0.2 -0.1 0.0
H 2.805 -0.388 -0.085 0.1 -0.1 -0.2
H 1.456 -0.404 -1.227 -0.2 0.1 0.1
```
Positions in Å, forces in eV/Å.

From a natural (NBO) analysis of the wavefunction, the atomic charges in e read: atom 1 (C): -0.610, atom 2 (C): 0.214, atom 3 (N): -0.806, atom 4 (C): -0.245, atom 5 (C): -0.176, atom 6 (C): -0.650, atom 7 (H): 0.219, atom 8 (H): 0.199, atom 9 (H): 0.387, atom 10 (H): 0.401, atom 11 (H): 0.219, atom 12 (H): 0.196, atom 13 (H): 0.221, atom 14 (H): 0.225, atom 15 (H): 0.204

***

# 4
The following is a quantum chemistry calculation of the molecule C5H9N at a distorted geometry, from the OMol25 dataset.

Its strongest force on any atom is 2.733 eV Å⁻¹. The value obtained for the LUMO energy is 0.960 eV. The calculation puts the HOMO energy at -0.3291 Eh. The calculation puts the energy relative to the best compared isomer or geometry (same formula, charge and spin) at 56.76 kcal/mol. Its net charge is 0. The structure (SMILES) is [H]/N=C1/CC1(C)C. For the total energy, the calculation gives -6818.5337 eV. The value obtained for the frontier orbital gap is 9.9138 eV.

```
15
Properties=species:S:1:pos:R:3:forces:R:3
H 2.647 0.268 0.893 0.2 0.5 2.0
N 2.374 0.182 -0.041 1.6 -0.3 -1.1
C 1.169 0.076 -0.275 0.5 0.5 0.6
C 0.392 -0.259 -1.384 -1.9 0.5 -1.9
C -0.252 0.011 0.050 1.1 -1.8 -1.6
C -0.660 -1.268 0.729 0.4 0.9 2.3
C -0.914 1.314 0.195 -0.5 -0.1 2.1
H 0.122 0.546 -2.096 0.3 -0.7 0.2
H 0.540 -1.268 -1.788 -0.4 0.4 0.2
H -1.529 -1.685 0.273 -0.3 -0.8 -0.6
H -1.007 -1.046 1.796 0.8 -0.4 -1.1
H 0.271 -1.896 0.749 -1.4 0.0 0.1
H -0.177 2.051 0.354 1.0 1.0 0.5
H -1.495 1.242 1.123 -0.2 0.4 -0.2
H -1.483 1.732 -0.578 -1.2 -0.2 -1.4
```
Positions in Å, forces in eV/Å.

From a natural (NBO) analysis of the wavefunction, the atomic charges in e read: atom 1 (H): 0.335, atom 2 (N): -0.605, atom 3 (C): 0.314, atom 4 (C): -0.492, atom 5 (C): -0.105, atom 6 (C): -0.594, atom 7 (C): -0.609, atom 8 (H): 0.226, atom 9 (H): 0.234, atom 10 (H): 0.214, atom 11 (H): 0.205, atom 12 (H): 0.223, atom 13 (H): 0.219, atom 14 (H): 0.218, atom 15 (H): 0.218

***

> What is the energy relative to the best compared isomer or geometry (same formula, charge and spin) in the fourth record?

56.76 kcal/mol